The following is a quantum chemistry calculation of C3H6N2O2 in the gas phase in a non-equilibrium geometry, from the OMol25 dataset.

Geometry as XYZ:
```
13
C3H6N2O2 ωB97M-V/def2-TZVPD
H -0.73393 -1.06595 1.76219
N -1.58820 -0.55456 -0.76708
N 0.77228 0.66299 -0.65469
H 2.62050 0.93794 0.25007
H -2.49293 -0.13301 -0.87326
C 1.63658 0.47085 0.27306
O -1.22068 1.32914 0.55452
H 0.11819 -1.71562 0.31190
O 1.31360 -0.33737 1.25978
H 0.84705 1.49620 -1.22104
C -0.08287 -0.82735 0.91122
C -0.77698 0.26713 0.09357
H -1.18494 -0.90636 -1.62569
```

LUMO (hartree): 0.0281
Kohn-Sham gap (eV): 9.721
E_HOMO (eV): -9.0

These are the natural (NBO) partial charges, in e, on atoms 1 to 8: number 1, H, carries 0.230; number 2, N, carries -0.902; number 3, N, carries -0.643; number 4, H, carries 0.187; number 5, H, carries 0.387; number 6, C, carries 0.482; number 7, O, carries -0.720; number 8, H, carries 0.197

***

The following is a quantum chemistry calculation of a molecular structure, C30H29AgAsBrN2OSSe2, from the OMol25 dataset.

Geometry as XYZ:
```
68
C30H29AgAsBrN2OSSe2 ωB97M-V/def2-TZVPD
C 2.29547 5.38433 1.02559
C -3.60149 1.80836 -2.61408
H -1.91580 -6.41649 1.98853
N -2.14714 -0.87135 1.36266
H -0.12929 4.55976 -1.86540
H 4.50955 -0.98044 -1.20732
H 4.74203 -0.45830 -3.61245
H 4.88902 -3.50432 2.95544
C 2.32437 -3.07468 0.80613
C -1.28339 -5.41674 -0.72271
C 3.08230 0.89281 -3.64425
H -0.77031 -4.80108 -1.46000
H -0.67967 -6.29599 -0.49620
H 3.18113 1.11495 -4.69838
N 1.54364 -2.26666 1.52275
H -5.03114 0.56427 0.43435
C -2.47308 -5.51232 1.74107
H -2.24233 -5.73324 -1.13429
C 2.06639 1.48326 -2.90775
H -4.17528 3.32981 -1.20943
S -1.51079 -4.38106 0.72786
H 0.60198 6.88424 -1.49651
O 0.48629 1.15309 1.00022
As 0.55862 1.93032 -0.47259
H -0.55447 0.34206 -2.78028
C 2.81476 0.29960 -0.93837
H 3.37709 -2.06210 4.31827
C 1.83577 6.39324 0.18938
C 1.01922 3.77841 -0.22313
C -4.52028 0.04169 2.46534
C 3.54113 -3.54162 1.28083
H 1.37811 2.16797 -3.39012
C -2.13201 2.73964 -0.95701
C 0.96433 6.09791 -0.84793
C 1.93483 1.17601 -1.55985
C -3.37759 2.68876 -1.56226
H 2.15725 7.41433 0.34922
C 3.11704 -2.34849 3.30920
Se 0.79307 -0.75784 3.78706
Br 0.22736 -2.16358 -2.05667
C -3.09026 -0.32067 0.60001
Se -1.17648 -1.97602 3.80698
C -1.10646 1.91762 -1.41824
C -2.58408 0.97739 -3.05963
H -5.44158 0.39897 2.90736
H -2.76261 0.27391 -3.86161
C 0.55333 4.78738 -1.05476
Ag -0.08277 -1.07325 0.20067
H -2.71811 -4.99839 2.67006
H 2.68164 0.05789 0.10996
C -4.29732 0.13951 1.10454
H -1.96656 3.41544 -0.12502
H -3.66863 -0.61248 4.33495
C 3.94612 -3.16014 2.54996
C 1.88788 4.07515 0.82246
H -4.57590 1.76415 -3.08363
C 3.95921 0.00953 -3.02988
C -1.32944 1.02987 -2.46469
C -3.53878 -0.52342 3.26604
H 2.22794 3.28618 1.48329
C -2.37108 -0.97787 2.66464
H -2.86396 -0.26260 -0.45871
H 4.15074 -4.18738 0.66475
C 1.92030 -1.92635 2.74313
H 2.96922 5.61643 1.83974
H 1.95498 -3.31463 -0.18559
C 3.83048 -0.28313 -1.68071
H -3.40446 -5.79162 1.24696
```

LUMO (hartree): -0.0018
Kohn-Sham gap (eV): 7.724
E_HOMO (eV): -7.8

These are the natural (NBO) partial charges, in e, on atoms 1 to 8: number 1, C, carries -0.210; number 2, C, carries -0.200; number 3, H, carries 0.207; number 4, N, carries -0.505; number 5, H, carries 0.222; number 6, H, carries 0.215; number 7, H, carries 0.215; number 8, H, carries 0.220

***

The following is a quantum chemistry calculation of C3H7NO2S in the gas phase in a non-equilibrium geometry, from the OMol25 dataset.

Geometry as XYZ:
```
14
C3H7NO2S ωB97M-V/def2-TZVPD
H 1.30646 -1.41082 0.86819
H 0.04750 1.60829 -1.15185
N -0.96498 -1.05698 -1.19751
S 0.26129 1.77788 1.25833
C -0.47268 1.11460 -0.32138
H -1.55353 1.13873 -0.43801
H 1.84446 -0.44023 -0.62514
O -0.57753 1.27838 2.35122
O 1.58242 0.95634 1.12784
C -0.30691 -0.42958 -0.07979
H -0.87753 -0.70934 0.76599
H -0.30497 -1.13119 -1.91570
C 1.14823 -0.68560 0.18959
H -1.13223 -2.01049 -0.83178
```

LUMO (hartree): -0.0129
Kohn-Sham gap (eV): 8.382
E_HOMO (eV): -8.7

These are the natural (NBO) partial charges, in e, on atoms 1 to 8: number 1, H, carries 0.196; number 2, H, carries 0.225; number 3, N, carries -0.778; number 4, S, carries 1.530; number 5, C, carries -0.617; number 6, H, carries 0.248; number 7, H, carries 0.212; number 8, O, carries -0.979

***

The following is a quantum chemistry calculation of a molecular structure, C38H37F5GeIN2O3STcTe, from the OMol25 dataset.

Geometry as XYZ:
```
90
C38H37F5GeIN2O3STcTe ωB97M-V/def2-TZVPD
H 3.84681 3.60456 -0.25949
C -3.23125 2.10937 -5.52039
O -1.10820 -0.76523 1.21913
F -0.20793 -1.80265 6.53673
C 4.36244 1.55895 -0.64298
C -2.07382 1.73209 -6.19266
H 1.29056 2.44719 1.45223
C -1.10458 5.26692 -0.75830
H 1.86084 -0.39939 2.44229
H 0.38645 2.77192 -2.52619
H 4.81869 0.71802 -0.10346
H 2.15400 2.39763 3.80933
H -0.88829 2.79849 3.62915
F -2.48246 0.49321 3.10976
H 1.12688 -8.14369 1.32523
C 4.30937 2.77149 0.28135
H 3.06848 0.70112 -2.17571
H 2.87924 -1.44169 -0.11107
O 1.61872 -3.18400 -2.08111
Te 0.29879 -0.60397 -3.37653
H -0.20308 0.70213 -6.08867
H 2.61270 -5.21640 -1.44317
C 0.12535 3.14662 3.85008
C -1.53064 3.12705 0.25471
F -2.09725 0.00249 5.72957
H -5.92851 -3.05737 -1.53132
O -0.00563 -2.52244 -0.68512
I -6.19868 -1.08812 0.88901
H -2.57405 0.68205 -2.52305
F 0.95456 -2.59686 2.06271
H 6.15553 2.36743 1.34481
H -1.95989 2.50531 1.03237
H 0.08923 1.24607 1.87812
H -1.23166 6.34276 -0.76075
Tc -0.38439 -0.49751 -0.75864
C 1.10966 1.58544 2.11185
C 0.77142 -4.74509 -0.52325
C -3.39537 1.72264 -4.19860
C 1.98531 -6.80319 -0.12474
C -0.77681 2.52813 -0.75031
H 0.31147 4.02471 3.22482
H -4.05645 -3.66628 -3.07255
H 3.64833 2.56427 1.12793
F 1.28823 -3.07393 4.64820
C -3.92141 -2.92753 -2.29471
C 2.98840 1.15966 -1.19028
C -0.23052 -5.16478 0.37427
H -1.84458 -2.53997 -2.77409
H 3.11897 0.73700 2.02995
C 0.82001 -3.38280 -1.18436
H 5.05377 1.78883 -1.46383
C 0.34574 -2.20138 4.26791
C 2.08340 0.45523 1.80038
H 6.34833 3.44886 -0.03401
H -1.92439 2.02854 -7.22516
H 2.84699 -7.42767 -0.32629
H -0.79466 -6.65926 1.79680
C -4.71495 -1.64552 -0.45949
C -0.40278 -1.55596 5.22986
C 1.14364 2.04971 3.56353
C 5.68382 3.18560 0.79368
H -2.27185 4.98306 1.02140
C -0.18281 3.28073 -1.75739
N -2.47212 -1.40124 -1.19243
C -1.25492 0.57879 -4.21714
C -0.35339 4.65635 -1.75490
C 1.02490 -7.20438 0.79585
N -0.61417 1.15276 -0.73902
H 0.95366 1.18690 4.21292
C 0.14944 -1.95774 2.91991
C -2.42041 0.96631 -3.55623
C -0.05129 -6.37919 1.06104
Ge 2.01403 -0.15882 -0.08198
H 5.62570 4.04624 1.46422
S -1.73764 -4.35730 0.65096
C -2.69062 -2.31467 -2.13561
C -1.10280 0.97993 -5.54865
C -1.54710 -0.40811 3.47373
H -3.21543 -0.35708 0.41590
C -0.81963 -1.05274 2.45209
C -3.45903 -1.07107 -0.35907
C -1.35770 -0.64631 4.81677
H -3.99073 2.69942 -6.01945
C 1.85866 -5.57538 -0.75584
C -4.95632 -2.59135 -1.44150
H -4.28942 2.00898 -3.65431
H 0.10188 5.25376 -2.53549
H 0.14867 3.46600 4.89448
H 2.36792 2.05352 -1.32872
C -1.69136 4.50380 0.24299
```

Spin multiplicity: 2
Expectation value of S²: 0.76
Charge: -1
LUMO (alpha / beta) (hartree): 0.0705 / 0.0180
Kohn-Sham gap (alpha / beta) (eV): 6.212 / 4.780
E_HOMO (alpha / beta) (eV): -4.3 / -4.3

These are the Löwdin partial charges, in e, on atoms 1 to 8: number 1, H, carries 0.108; number 2, C, carries -0.120; number 3, O, carries -0.236; number 4, F, carries 0.094; number 5, C, carries -0.304; number 6, C, carries -0.115; number 7, H, carries 0.103; number 8, C, carries -0.095

***

Energy relative to the best compared isomer or geometry (same formula, charge and spin) in kJ/mol, matching the order above: 289.1; 7.5; 353.3; 25.7